Here is an isolated molecule of C18H22N2O3S from the Open Molecules 2025 dataset. Energies are from wB97M-V/def2-TZVPD.

Its energy above the lowest of the compared OMol25 structures with the same formula, charge and spin is 28.9 kcal per mole. The HOMO energy is -8.654 eV. As for the orbital gap: 0.34152 Ha. As for the spin multiplicity: 1. Its SMILES is CC(C)NC(=O)c1ccc(N(Cc2ccccc2)S(C)(=O)=O)cc1. Its LUMO energy is 0.64 eV. The total energy is -1432.53815 Eh.

Element x y z (Å)
C  -0.875  1.576  -6.703
C  -0.348  0.194  -6.322
C  1.015  -0.072  -6.960
N  -0.271  0.068  -4.870
C  0.503  0.845  -4.075
O  1.201  1.755  -4.481
C  0.438  0.487  -2.626
C  -0.718  0.020  -2.008
C  -0.726  -0.273  -0.659
C  0.433  -0.137  0.105
N  0.393  -0.469  1.457
C  1.275  0.133  2.442
C  0.450  0.652  3.589
C  -0.434  1.704  3.376
C  -1.228  2.172  4.407
C  -1.146  1.593  5.663
C  -0.267  0.545  5.882
C  0.528  0.075  4.849
S  -0.388  -1.861  1.963
C  -1.963  -1.279  2.651
O  0.380  -2.429  3.029
O  -0.671  -2.680  0.824
C  1.592  0.335  -0.514
C  1.583  0.658  -1.855
H  -1.846  1.752  -6.246
H  -0.182  2.337  -6.358
H  -0.976  1.651  -7.783
H  -1.060  -0.568  -6.658
H  0.938  -0.017  -8.042
H  1.378  -1.060  -6.683
H  1.726  0.673  -6.616
H  -0.718  -0.729  -4.450
H  -1.636  -0.081  -2.569
H  -1.628  -0.634  -0.195
H  1.992  -0.612  2.799
H  1.809  0.961  1.973
H  -0.495  2.155  2.395
H  -1.910  2.992  4.233
H  -1.765  1.958  6.469
H  -0.200  0.092  6.859
H  1.200  -0.752  5.013
H  -2.333  -0.465  2.042
H  -1.788  -0.953  3.667
H  -2.647  -2.118  2.627
H  2.507  0.436  0.048
H  2.475  1.034  -2.333